Below is a cluster of 8 separate species, C42H106BN10O12 in total, with properties calculated with the ωB97M-V functional and the def2-TZVPD basis.

```
171
Properties=species:S:1:pos:R:3:forces:R:3:mulliken_charge:R:1
C 2.4919 2.3575 2.4790 -0.014 -0.112 -0.171 -1.074
C 2.0749 3.7063 1.8827 -0.178 -0.138 0.436 -0.417
C 0.7012 3.7302 1.2545 -0.290 0.523 -0.094 0.487
O 0.0444 4.7528 1.1616 0.402 -0.578 -0.078 -0.712
O 0.2760 2.5385 0.8086 0.342 0.135 -0.127 -0.053
C 0.0110 2.4640 -0.6415 -0.356 0.199 -0.095 -0.374
C 1.2728 2.2017 -1.4444 0.007 0.250 0.037 -0.377
B 1.1350 1.0733 -2.6425 0.131 0.007 0.132 -0.251
C 0.2073 1.7645 -3.9002 -0.172 0.463 -0.187 0.204
C -1.2370 1.6480 -3.6966 -0.465 -0.700 -0.310 -0.096
O -1.9664 0.7506 -4.1134 0.367 0.514 0.211 -0.647
C 2.6296 0.8328 -3.2906 -0.258 0.352 -0.361 -0.226
C 2.7172 -0.3009 -4.3125 0.388 -0.008 0.089 0.154
C 3.9176 -0.1938 -5.2646 -0.054 -0.533 0.295 -1.195
C 5.2403 -0.1033 -4.5205 -0.232 0.350 -0.013 -0.621
O 5.2607 -1.0513 -3.4279 0.293 -0.162 -0.291 -0.232
C 6.1565 -0.7817 -2.4810 0.407 -0.346 0.415 0.167
O 6.7771 -1.6256 -1.8877 -0.461 0.273 -0.153 -0.520
C 0.4189 -0.3172 -2.1641 0.594 -0.139 -0.093 -0.722
C 1.1554 -1.2627 -1.1613 -0.530 -0.230 0.015 0.429
N 2.2520 -0.6320 -0.4224 0.009 0.439 -0.162 -0.075
N 1.6189 -2.4846 -1.8480 -0.175 0.090 -0.092 -0.375
N 0.1740 -1.7238 -0.1360 0.098 0.117 0.081 -0.739
H 3.0395 1.7562 1.7505 -0.038 0.016 0.057 0.278
H 3.1155 2.5035 3.3625 0.045 -0.003 -0.091 0.417
H 1.6186 1.7783 2.7794 0.044 0.089 0.056 0.186
H 2.0910 4.4823 2.6485 -0.019 0.070 -0.096 0.151
H 2.7563 4.0137 1.0839 0.014 -0.007 0.013 0.433
H -0.7350 1.6747 -0.7322 0.118 -0.097 0.092 -0.015
H -0.4751 3.3995 -0.9329 -0.043 -0.057 0.087 0.358
H 2.0693 1.9143 -0.7506 -0.106 -0.219 -0.045 0.063
H 1.5950 3.1559 -1.8915 0.043 -0.022 0.027 0.489
H 0.4725 1.3608 -4.8823 -0.028 -0.286 0.127 0.537
H 0.4649 2.8323 -3.9099 0.044 -0.046 0.026 -0.409
H -1.7175 2.4349 -3.0726 0.110 0.029 0.121 0.304
H 2.8841 1.7697 -3.8217 0.079 0.016 0.070 0.124
H 3.3838 0.7204 -2.5031 -0.024 -0.107 0.015 0.050
H 2.8048 -1.2702 -3.8157 -0.225 0.076 0.070 -0.354
H 1.8001 -0.3490 -4.9058 0.038 0.010 -0.033 0.434
H 3.8156 0.6888 -5.9014 0.110 -0.034 -0.066 0.313
H 3.9608 -1.0917 -5.8928 -0.098 0.170 -0.156 0.452
H 6.0852 -0.3562 -5.1667 -0.030 0.081 -0.030 0.399
H 5.3894 0.9103 -4.1326 -0.023 -0.094 0.149 0.400
H 6.2705 0.2912 -2.2585 -0.016 0.091 -0.150 0.356
H 0.2404 -0.9120 -3.0661 -0.135 -0.036 0.088 0.132
H -0.5797 -0.1404 -1.7502 -0.026 0.101 -0.077 -0.129
H 3.1303 -1.1068 -0.5608 -0.004 -0.121 0.143 0.192
H 2.0515 -0.5800 0.5658 0.075 -0.169 0.058 0.152
H 1.2723 -3.2843 -1.3309 0.218 -0.073 0.040 0.244
H 2.6290 -2.5305 -1.8617 0.024 -0.042 0.008 0.178
H -0.1253 -0.8695 0.3329 -0.114 -0.038 0.020 0.331
H -0.6595 -2.0234 -0.6413 -0.039 -0.008 -0.029 0.200
C -1.1374 3.6732 6.5189 0.039 0.073 0.052 -1.652
C -1.4041 4.1616 5.0980 0.080 -0.121 0.139 0.984
C -2.8918 4.2004 4.7289 0.029 0.176 -0.119 -0.762
O -3.4637 2.9375 4.4411 -0.044 -0.025 0.081 -0.348
C -3.8979 2.1956 5.5590 0.000 -0.041 -0.095 -0.671
N -0.6095 3.3722 4.1577 -0.189 0.049 -0.117 -0.322
H -1.2673 2.5940 6.6058 -0.022 -0.008 -0.024 0.373
H -0.1093 3.8986 6.8032 0.018 -0.029 -0.031 0.388
H -1.8025 4.1584 7.2373 -0.014 -0.016 -0.007 0.358
H -1.0444 5.1936 5.0289 -0.108 0.055 -0.013 -0.314
H -2.9964 4.7846 3.8125 0.001 -0.047 -0.029 0.310
H -3.4751 4.7092 5.5093 0.032 -0.024 0.041 0.484
H -4.3033 2.8495 6.3387 0.016 0.001 0.026 0.304
H -3.0955 1.5867 5.9850 -0.009 0.032 0.062 0.230
H -4.6876 1.5252 5.2195 -0.001 0.006 -0.011 0.259
H -0.7193 3.7788 3.2322 0.074 0.034 0.006 0.030
H -1.0373 2.4529 4.0793 0.054 -0.034 0.030 0.285
C -0.1239 8.3921 6.0977 0.039 -0.050 0.053 -1.369
C 0.1879 8.2665 4.6100 -0.168 0.069 0.066 0.705
C 1.0895 9.3826 4.0672 0.120 -0.134 -0.083 -0.936
O 0.4391 10.6235 3.8636 0.007 0.047 0.081 -0.387
C 0.3367 11.4500 5.0037 -0.040 0.032 -0.090 -0.641
N -1.0706 8.1590 3.8668 0.167 0.059 -0.054 -0.614
H -0.8500 9.1821 6.2926 0.005 0.022 -0.026 0.289
H -0.5522 7.4605 6.4679 -0.031 0.001 -0.025 0.256
H 0.7781 8.6037 6.6757 -0.002 0.015 -0.003 0.354
H 0.7349 7.3293 4.4681 0.042 0.014 -0.056 0.202
H 1.4505 9.0783 3.0821 -0.041 0.032 -0.022 0.362
H 1.9701 9.5214 4.7093 -0.027 -0.010 0.045 0.439
H 1.2197 11.3563 5.6439 -0.004 -0.013 0.027 0.297
H -0.5571 11.2272 5.5927 0.040 -0.017 0.056 0.228
H 0.2660 12.4801 4.6548 0.005 -0.003 -0.013 0.255
H -0.8652 7.9639 2.8907 -0.057 -0.153 0.023 0.276
H -1.4998 9.0802 3.8626 -0.072 -0.029 0.015 0.300
C 1.6657 -4.4674 4.4634 0.034 0.034 0.090 -1.623
C 0.9591 -3.3954 3.6383 0.018 -0.192 -0.059 0.464
C -0.5538 -3.3184 3.8950 0.036 0.162 -0.002 -0.769
O -1.3117 -4.3324 3.2657 -0.095 -0.030 0.057 -0.256
C -1.3989 -5.5624 3.9523 -0.030 0.013 -0.139 -0.313
N 1.2763 -3.5818 2.2249 -0.182 0.129 0.189 -0.597
H 1.4690 -5.4663 4.0725 -0.033 0.003 -0.017 0.284
H 2.7438 -4.3123 4.4266 0.004 -0.007 -0.044 0.400
H 1.3523 -4.4404 5.5103 -0.011 -0.009 -0.010 0.354
H 1.3680 -2.4255 3.9420 -0.043 0.032 0.018 0.446
H -0.9210 -2.3814 3.4690 -0.010 -0.023 -0.039 0.245
H -0.7716 -3.2985 4.9732 0.035 -0.046 0.008 0.453
H -1.4451 -5.4164 5.0374 0.042 0.015 0.012 0.307
H -0.5561 -6.2189 3.7134 0.029 -0.006 0.103 0.167
H -2.3100 -6.0566 3.6196 0.004 -0.025 0.018 -0.070
H 0.8785 -2.8148 1.6793 0.186 -0.082 -0.209 0.217
H 0.7606 -4.3965 1.9024 0.069 -0.042 -0.044 0.317
C -3.7407 -1.4194 0.3369 0.085 0.115 0.111 -1.215
C -4.0603 -1.1329 -1.1249 0.098 -0.143 0.045 0.769
C -5.5501 -1.2138 -1.4762 0.062 0.117 -0.122 -1.022
O -6.0679 -2.5304 -1.5770 -0.075 -0.030 0.086 -0.387
C -6.4484 -3.1232 -0.3548 0.017 -0.058 -0.102 -0.564
N -3.2208 -2.0078 -1.9437 -0.210 -0.061 -0.085 -0.495
H -3.7924 -2.4841 0.5686 0.007 -0.016 -0.039 0.213
H -2.7177 -1.0930 0.5236 0.009 -0.070 0.114 0.013
H -4.3990 -0.8865 1.0270 -0.035 0.027 -0.058 0.445
H -3.7503 -0.1041 -1.3318 -0.049 0.023 -0.059 0.214
H -5.6941 -0.7684 -2.4632 0.011 -0.060 -0.019 0.387
H -6.1498 -0.6322 -0.7623 0.034 -0.006 0.041 0.430
H -6.8700 -2.3829 0.3332 0.015 0.006 0.029 0.291
H -5.6102 -3.6269 0.1350 -0.005 0.045 0.062 0.167
H -7.2126 -3.8691 -0.5768 -0.003 0.005 -0.010 0.255
H -3.2823 -1.7444 -2.9228 0.202 0.162 0.031 0.277
H -3.6000 -2.9493 -1.8921 0.032 -0.010 0.028 0.260
C -4.2093 -10.2019 0.5001 -0.036 -0.074 -0.009 -1.414
C -3.0407 -10.0057 1.4598 -0.053 0.093 -0.127 0.356
C -3.4254 -9.2993 2.7667 0.118 -0.073 0.074 -0.784
O -3.6089 -7.9041 2.6487 -0.105 0.000 -0.011 -0.197
C -4.8858 -7.4853 2.2069 0.072 0.100 0.009 -0.713
N -1.9521 -9.3307 0.7508 0.016 0.031 0.168 -0.679
H -4.4847 -9.2700 0.0064 0.009 0.027 0.025 0.278
H -3.9356 -10.9115 -0.2798 0.031 0.023 -0.015 0.359
H -5.0887 -10.5882 1.0197 -0.002 0.017 0.005 0.344
H -2.6778 -10.9987 1.7445 -0.002 -0.005 0.050 0.373
H -2.6009 -9.4236 3.4742 0.008 0.047 -0.005 0.347
H -4.3145 -9.7615 3.2174 -0.025 -0.021 -0.060 0.368
H -5.6738 -8.1404 2.5913 -0.010 -0.020 -0.017 0.334
H -4.9476 -7.4459 1.1168 -0.048 -0.055 0.001 0.235
H -5.0471 -6.4781 2.5904 0.013 -0.003 0.012 0.231
H -1.1288 -9.2925 1.3441 0.023 -0.063 -0.042 0.266
H -2.2152 -8.3580 0.6166 -0.016 -0.013 -0.073 0.302
C 4.2059 -7.5045 -4.1814 0.068 -0.032 -0.002 -1.530
C 4.0270 -6.0283 -3.8418 -0.095 -0.098 -0.087 0.349
C 3.2676 -5.7799 -2.5333 0.085 0.174 0.075 -0.385
O 1.8691 -5.9671 -2.6190 -0.026 -0.111 0.014 -0.262
C 1.4187 -7.2932 -2.4485 -0.063 0.084 -0.001 -0.758
N 3.4100 -5.3459 -4.9811 -0.009 0.071 0.079 -0.731
H 3.2776 -7.9493 -4.5415 -0.031 0.018 0.020 0.294
H 4.9474 -7.6182 -4.9722 -0.022 0.022 -0.026 0.374
H 4.5439 -8.0729 -3.3122 -0.016 0.002 0.006 0.341
H 5.0241 -5.5985 -3.7044 -0.007 0.029 0.055 0.414
H 3.4054 -4.7307 -2.2635 -0.062 0.003 0.002 0.032
H 3.6773 -6.3845 -1.7122 0.036 -0.044 -0.050 0.456
H 2.0292 -7.8310 -1.7151 0.017 -0.022 -0.010 0.353
H 1.4168 -7.8509 -3.3896 0.047 -0.048 0.027 0.225
H 0.3939 -7.2457 -2.0806 -0.001 0.012 0.003 0.232
H 3.3871 -4.3457 -4.8013 0.060 0.006 -0.028 0.226
H 2.4305 -5.6157 -5.0104 -0.001 -0.020 -0.028 0.348
C 1.4879 8.2870 -6.3524 -0.014 0.078 0.015 -1.442
C 0.3788 7.2437 -6.2710 0.130 0.005 -0.057 0.398
C 0.5893 6.1999 -5.1667 -0.159 -0.044 0.077 -0.782
O 1.5474 5.2109 -5.4718 0.078 0.048 -0.073 -0.251
C 2.8911 5.5448 -5.1974 -0.006 -0.135 0.004 -0.744
N 0.2008 6.6332 -7.5912 -0.050 -0.062 0.062 -0.773
H 2.3934 7.8758 -6.7992 0.002 -0.042 0.017 0.277
H 1.1700 9.1235 -6.9749 -0.003 -0.024 -0.033 0.359
H 1.7395 8.6739 -5.3630 0.009 -0.016 0.003 0.345
H -0.5498 7.7691 -6.0261 -0.020 -0.022 0.040 0.407
H -0.3495 5.6578 -5.0262 0.021 -0.039 -0.012 0.333
H 0.8316 6.6816 -4.2097 0.024 0.050 -0.029 0.452
H 2.9710 6.1749 -4.3059 0.008 0.025 -0.004 0.358
H 3.3689 6.0513 -6.0418 0.000 0.067 0.041 0.257
H 3.4233 4.6118 -5.0132 -0.017 -0.007 0.020 0.196
H -0.6051 6.0154 -7.5680 -0.032 0.047 -0.021 0.291
H 0.9891 6.0115 -7.7505 0.022 0.024 -0.025 0.328
```
Positions in Å, forces in eV/Å.

Gap between HOMO and LUMO = 7.51 eV
Net charge = -1
Strongest force on any atom = 0.0174 Eh/bohr
LUMO = 0.07359 Eh
HOMO level = -5.51 eV
Energy = -3139.07955 hartree